100
Properties=species:S:1:pos:R:3 method="wB97M-V/def2-TZVPD" total_charge=-1 spin_multiplicity=1
Ag -0.1220 0.0596 -1.3439
C 4.3479 1.4792 -0.6799
C 2.8963 1.7393 -1.0813
O 2.0449 1.0657 -0.4958
C 2.6110 2.7261 -2.1041
C 3.6869 3.3910 -2.7343
C 3.5150 4.2966 -3.7474
C 2.2019 4.5703 -4.1816
C 1.1292 3.9585 -3.6093
C 1.2567 3.0076 -2.5297
O 0.2216 2.4925 -2.0312
H 4.3450 0.7429 0.1227
H 4.8432 2.3853 -0.3308
H 4.9233 1.0939 -1.5235
H 4.6960 3.1761 -2.4104
H 4.3645 4.7820 -4.2085
H 2.0439 5.2793 -4.9881
H 0.1193 4.1586 -3.9484
C -2.3408 5.0815 0.6609
N -1.3452 4.4104 1.4878
C -2.0196 3.8453 2.6498
N -3.1307 2.9517 2.3344
C -4.0604 3.6730 1.4706
N -3.4649 4.2378 0.2631
C -3.0164 3.1753 -0.6434
P -1.7426 2.0295 0.0794
C -0.6427 3.3757 0.7213
C -2.6398 1.7353 1.6777
H -1.8521 5.4667 -0.2363
H -2.7420 5.9255 1.2325
H -2.4146 4.6751 3.2457
H -1.2893 3.3001 3.2532
H -4.4843 4.4991 2.0512
H -4.8712 2.9984 1.1835
H -2.5932 3.6260 -1.5448
H -3.8861 2.5857 -0.9523
H -0.1343 3.8233 -0.1334
H 0.1312 2.9258 1.3505
H -1.9564 1.2072 2.3485
H -3.4846 1.0632 1.4948
Br -4.5856 -4.6097 2.7238
C -3.5320 -4.1790 1.1941
C -3.1554 -2.8661 0.9803
C -2.3679 -2.5650 -0.1222
C -1.9798 -3.5565 -1.0140
C -2.3980 -4.8638 -0.7879
C -3.1624 -5.1901 0.3220
C -1.0665 -3.2485 -2.2069
O -0.9790 -4.1258 -3.0755
O -0.4718 -2.1403 -2.1744
H -3.4580 -2.0911 1.6702
H -2.0178 -1.5522 -0.2706
H -2.0976 -5.6190 -1.5026
H -3.4701 -6.2103 0.5097
I 1.6968 -0.4304 -4.0264
C -0.2911 -0.1628 -4.6254
C -0.6450 -0.4451 -5.9382
C -1.9565 -0.2167 -6.3099
C -2.8486 0.2839 -5.3721
C -2.3849 0.5179 -4.0900
N -1.1279 0.2927 -3.7204
H 0.0836 -0.8361 -6.6318
H -2.2794 -0.4307 -7.3204
H -3.8818 0.4782 -5.6231
H -3.0417 0.8914 -3.3130
O -0.3104 -0.3960 1.2053
As 0.8393 -1.4429 1.7636
C 0.1154 -2.4380 3.2424
C 0.7627 -3.5309 3.8054
C 0.1823 -4.1988 4.8730
C -1.0421 -3.7756 5.3733
C -1.6853 -2.6832 4.8118
C -1.1061 -2.0105 3.7461
C 2.3571 -0.4809 2.4506
C 2.2176 0.8856 2.6456
C 3.2818 1.6188 3.1491
C 4.4801 0.9863 3.4465
C 4.6210 -0.3793 3.2406
C 3.5567 -1.1168 2.7416
C 1.5191 -2.7177 0.5156
C 0.9442 -3.9765 0.4042
C 1.3921 -4.8459 -0.5772
C 2.4165 -4.4608 -1.4264
C 3.0000 -3.2096 -1.2984
C 2.5477 -2.3259 -0.3323
H 1.7064 -3.8796 3.4001
H 0.6794 -5.0573 5.3058
H -1.4999 -4.3064 6.1975
H -2.6459 -2.3631 5.1934
H -1.5975 -1.1628 3.2812
H 1.2854 1.3611 2.3677
H 3.1802 2.6873 3.2897
H 5.3140 1.5615 3.8286
H 5.5622 -0.8678 3.4592
H 3.6754 -2.1782 2.5540
H 0.1180 -4.2644 1.0453
H 0.9142 -5.8077 -0.7021
H 2.7421 -5.1290 -2.2123
H 3.7864 -2.9086 -1.9770
H 2.9635 -1.3271 -0.2560

=====

13
Properties=species:S:1:pos:R:3 method="wB97M-V/def2-TZVPD" smiles="NCC(=O)NC=O" spin_multiplicity=1
N 0.0205 -1.9081 -1.1829
C -0.8872 -1.2556 -0.1573
C -0.8281 0.2663 -0.2510
O -1.3717 0.9832 -1.0468
N -0.1396 0.9085 0.8417
C 1.0954 0.5339 1.3041
O 2.0987 0.8991 0.6392
H 0.8073 -1.3276 -1.3504
H -0.4643 -2.3455 -1.9065
H -0.5197 -1.5608 0.8461
H -1.9394 -1.6550 -0.2084
H -0.3581 1.9106 0.8717
H 1.2107 -0.3500 2.0215

=====

20
Properties=species:S:1:pos:R:3 method="wB97M-V/def2-TZVPD" smiles="CC/C=C/NC.O" spin_multiplicity=1
C -1.5051 0.1757 1.5470
C -1.5964 1.3647 0.5740
C -0.5753 1.4122 -0.5162
C 0.6916 1.0073 -0.4342
N 1.2895 0.2910 -1.5245
C 0.8064 -0.9934 -1.9104
H -0.4702 -0.0051 1.8795
H -1.9867 0.4624 2.4927
H -2.1354 -0.6633 1.2201
H -1.5872 2.2871 1.1875
H -2.6342 1.3504 0.2565
H -0.9904 1.4390 -1.5422
H 1.2766 1.0871 0.4813
H 2.1399 0.6989 -1.8609
H 1.1594 -1.5082 -2.8148
H -0.3018 -1.0512 -1.9578
H 0.9836 -1.7155 -1.0845
O 2.0045 -1.5691 1.4073
H 2.3815 -2.4471 1.2908
H 1.0497 -1.6227 1.3090

=====

155
Properties=species:S:1:pos:R:3 method="wB97M-V/def2-TZVPD" smiles="CCCCCCCCCCCCc1cc(P(O)Br)c(CCCP(=O)(OCC)OCC)c2nsnc12.c1ccncc1.c1ccncc1.c1ccncc1.c1ccncc1.c1ccncc1.c1ccncc1.c1ccncc1" spin_multiplicity=1
C 5.1856 3.1665 1.4407
C 4.5011 1.6571 1.3294
C 4.5221 1.0627 -0.2015
C 3.9489 -0.4773 -0.1928
C 5.2046 -1.5362 -0.0326
C 4.6792 -3.0909 0.2894
C 3.8783 -3.1887 1.7334
C 2.2676 -3.3378 1.4630
C 1.3507 -3.2027 2.8552
C 0.1897 -4.3544 2.7423
C -1.0641 -4.1862 3.7845
C -1.6224 -2.6562 3.9651
C -2.6225 -2.1313 2.7786
C -2.6319 -2.6136 1.2127
C -3.6791 -1.9544 0.0986
P -3.5668 -2.6224 -1.6911
O -2.5776 -4.0943 -1.7567
Br -5.6675 -3.3926 -2.2454
C -4.7542 -0.7689 0.5806
C -5.7912 -0.0339 -0.4831
C -4.8930 0.8167 -1.5784
C -4.7945 2.4222 -1.2805
P -2.9838 3.0323 -0.8991
O -2.7229 4.1565 -2.0282
O -1.8143 1.7831 -1.2064
C -0.5444 1.9972 -0.5026
C 0.1058 3.4935 -0.6576
O -2.8282 3.8536 0.6201
C -3.4866 3.1685 1.7326
C -2.4729 2.1883 2.6221
C -4.8044 -0.2972 2.1634
N -5.6943 0.7100 2.8706
S -5.2848 0.8313 4.5643
N -3.9667 -0.3620 4.5896
C -3.7468 -0.9814 3.2234
H 4.3324 3.9404 1.6753
H 5.9580 3.2295 2.3300
H 5.6878 3.4981 0.4226
H 5.1530 0.9373 2.0192
H 3.3695 1.6764 1.6674
H 3.8337 1.7076 -0.9186
H 5.6123 1.1058 -0.6664
H 3.3772 -0.6777 -1.1955
H 3.2536 -0.6036 0.7406
H 5.9300 -1.2129 0.8426
H 5.8233 -1.4987 -1.0321
H 4.0269 -3.4542 -0.6215
H 5.6376 -3.7750 0.3041
H 4.1759 -2.2530 2.3821
H 4.2707 -4.1735 2.2641
H 1.8984 -2.5186 0.6813
H 2.0559 -4.4098 1.0277
H 0.9602 -2.0994 2.8605
H 2.0340 -3.3841 3.7952
H -0.1233 -4.4588 1.6129
H 0.7155 -5.3891 3.0212
H -0.6905 -4.5365 4.8545
H -1.9610 -4.9223 3.5109
H -2.2692 -2.6570 4.9686
H -0.7842 -1.8433 4.1421
H -1.8753 -3.4213 0.8331
H -2.9867 -4.7476 -1.0880
H -6.5133 0.7323 0.0536
H -6.4858 -0.8396 -1.0249
H -5.4493 0.6698 -2.6241
H -3.8719 0.2561 -1.6785
H -5.5517 2.6989 -0.4182
H -5.2043 2.9798 -2.2501
H -0.5933 1.6654 0.6327
H 0.2387 1.2470 -1.0030
H 1.2908 3.3472 -0.6490
H -0.1369 4.0427 -1.6630
H -0.1444 4.1015 0.3113
H -3.8171 4.0211 2.5014
H -4.4635 2.5840 1.4722
H -1.3983 2.6927 2.5276
H -2.8132 2.0944 3.7474
H -2.4132 1.1701 2.0484
C 9.3355 -4.8430 3.8488
C 9.0907 -3.9809 2.7850
C 7.8473 -4.0284 2.1753
N 6.8575 -4.8675 2.5516
C 7.1252 -5.6937 3.5861
C 8.3352 -5.7175 4.2608
H 10.2977 -4.8337 4.3524
H 9.8497 -3.2883 2.4393
H 7.6067 -3.3734 1.3430
H 6.3143 -6.3596 3.8677
H 8.4944 -6.4013 5.0868
C -1.8637 -9.6325 2.7908
C -1.6867 -8.8979 1.6231
C -1.0348 -7.6781 1.7083
N -0.5630 -7.1573 2.8622
C -0.7512 -7.8925 3.9796
C -1.3872 -9.1235 3.9946
H -2.3689 -10.5936 2.7632
H -2.0474 -9.2663 0.6695
H -0.8695 -7.0689 0.8244
H -0.3650 -7.4511 4.8940
H -1.5088 -9.6718 4.9218
C 2.0399 -10.6945 4.3375
C 2.4892 -9.4524 3.9018
C 3.8408 -9.1680 4.0135
N 4.7496 -10.0267 4.5253
C 4.2833 -11.2241 4.9416
C 2.9520 -11.6012 4.8676
H 0.9877 -10.9539 4.2648
H 1.8037 -8.7234 3.4849
H 4.2409 -8.2133 3.6844
H 5.0331 -11.8954 5.3509
H 2.6337 -12.5774 5.2154
C -2.1637 6.6108 -0.3834
C -1.9867 7.3454 -1.5511
C -1.3348 8.5652 -1.4660
N -0.8630 9.0860 -0.3120
C -1.0512 8.3507 0.8053
C -1.6872 7.1198 0.8203
H -2.6689 5.6497 -0.4110
H -2.3474 6.9770 -2.5048
H -1.1695 9.1744 -2.3499
H -0.6650 8.7922 1.7198
H -1.8088 6.5715 1.7476
C 1.9000 7.7331 -5.7264
C 1.2811 8.1954 -4.5698
C 1.0543 7.2938 -3.5423
N 1.3962 5.9880 -3.5993
C 1.9939 5.5680 -4.7355
C 2.2658 6.3938 -5.8144
H 2.0955 8.4106 -6.5525
H 0.9829 9.2329 -4.4705
H 0.5772 7.6069 -2.6181
H 2.2568 4.5141 -4.7573
H 2.7502 6.0027 -6.7018
C -5.4569 -0.3412 -7.4645
C -6.3136 0.7053 -7.1397
C -6.7015 0.8486 -5.8172
N -6.2988 0.0275 -4.8228
C -5.4688 -0.9804 -5.1690
C -5.0232 -1.2026 -6.4620
H -5.1301 -0.4846 -8.4903
H -6.6703 1.3931 -7.8979
H -7.3665 1.6517 -5.5129
H -5.1614 -1.6275 -4.3522
H -4.3550 -2.0273 -6.6826
C -1.6532 12.2502 -6.6686
C -2.2721 12.7125 -5.5120
C -2.4989 11.8109 -4.4845
N -2.1570 10.5051 -4.5416
C -1.5594 10.0851 -5.6778
C -1.2874 10.9109 -6.7566
H -1.4577 12.9277 -7.4947
H -2.5703 13.7500 -5.4127
H -2.9760 12.1240 -3.5604
H -1.2964 9.0312 -5.6995
H -0.8030 10.5198 -7.6441

=====

Number 1: HOMO energy -4.55 eV. Number 2: HOMO energy -9.61 eV. Number 3: HOMO energy -7.96 eV. Number 4: HOMO energy -8.36 eV.